A structure of composition C40H33AsClIN6ORuS2, computed with wB97M-V/def2-TZVPD.

```
86
Properties=species:S:1:pos:R:3
Ru 0.44412 -0.69414 0.36344
Cl -2.71508 -6.67624 -1.01756
C -1.90658 -5.39504 -0.19206
C -1.96158 -5.34414 1.18724
C -1.34888 -4.30764 1.86424
I -1.40638 -4.13334 3.95774
C -0.70468 -3.24334 1.20434
O -0.23138 -2.26244 1.85364
C -0.59378 -3.33754 -0.22626
N 0.10462 -2.35674 -0.86036
C 0.20982 -2.40724 -2.17926
C -0.36468 -3.42234 -2.94766
C -1.06948 -4.42804 -2.33256
C -1.20058 -4.41504 -0.93096
H -2.49648 -6.10704 1.73294
H 0.77792 -1.61664 -2.66126
H -0.24988 -3.40424 -4.01926
H -1.53018 -5.21944 -2.90116
S 2.52022 -0.13694 -0.81786
C 2.25352 0.58196 -2.39566
C 3.24342 0.42206 -3.36496
C 3.07292 0.97366 -4.61836
C 1.91802 1.68476 -4.91756
C 0.93472 1.84896 -3.95606
C 1.09692 1.32186 -2.68196
As -0.21108 1.50316 -1.25566
C -1.65028 2.46726 -2.19776
C -1.69928 3.85736 -2.25886
C -2.72768 4.48516 -2.94026
C -3.71718 3.73666 -3.55786
C -3.67118 2.35286 -3.50406
C -2.64358 1.72166 -2.82456
C 0.52192 2.97806 -0.21936
C -0.33088 3.58106 0.70324
C 0.13542 4.58716 1.52784
C 1.45992 4.98626 1.44724
C 2.31072 4.39116 0.53174
C 1.84642 3.38526 -0.29946
H 4.13432 -0.13664 -3.11796
H 3.83792 0.84316 -5.36636
H 1.79012 2.11886 -5.89546
H 0.02982 2.39806 -4.18536
H -0.92738 4.44896 -1.77956
H -2.75718 5.56356 -2.98576
H -4.52318 4.23116 -4.07716
H -4.43858 1.76616 -3.98506
H -2.59908 0.63726 -2.77526
H -1.36608 3.25216 0.76564
H -0.53068 5.04806 2.24174
H 1.82722 5.76246 2.10134
H 3.34022 4.70926 0.46164
H 2.51772 2.92026 -1.01306
C 2.49612 2.85316 4.35834
C 2.98672 2.33346 3.16994
C 2.17192 1.59806 2.33704
C 0.83292 1.37236 2.68094
C 0.34752 1.89056 3.89704
C 1.17502 2.61986 4.71764
N -0.00648 0.67806 1.84894
N -1.26618 0.71366 2.15874
C -2.20028 0.10136 1.45394
C -3.54948 0.19516 1.88574
C -4.53258 -0.40764 1.15414
C -4.19068 -1.09894 -0.01656
C -2.86328 -1.15954 -0.38016
N -1.89068 -0.59194 0.32104
H 3.13402 3.43736 5.00134
H 4.01422 2.50316 2.88824
H 2.55882 1.21436 1.40144
H -0.68038 1.70186 4.15944
H 0.79172 3.01006 5.64764
H -3.74458 0.74086 2.79344
H -5.56438 -0.35044 1.46304
H -4.93898 -1.57154 -0.62806
H -2.56738 -1.67014 -1.28916
C 2.18732 -5.34194 2.87894
N 2.07602 -3.90284 2.83014
C 2.68172 -3.12404 1.94394
N 3.45792 -3.64004 0.98334
S 2.52632 -1.43684 2.06654
H 1.61362 -5.71024 3.72444
H 3.22782 -5.64074 3.02464
H 1.80242 -5.80054 1.96364
H 1.43482 -3.44744 3.47034
H 3.76802 -4.59924 1.00954
H 3.95492 -2.99054 0.39564
```

Properties
Net charge: +1
Energy above the lowest of the compared OMol25 structures with the same formula, charge and spin: 0.0 kcal/mol
Molar mass: 1016.2 g/mol
Spin multiplicity: 2
Frontier orbital gap (spin up / spin down): 5.3 / 5.3 eV